A structure of composition C56H143CdF12N15O21S4 in a non-equilibrium geometry, computed with wB97M-V/def2-TZVPD.

Element x y z (Å)
1 Cd -0.421097 -3.490478 0.373151
2 C -1.613708 -5.492825 -3.121988
3 F -2.345301 -6.353253 -3.798323
4 F -1.098485 -4.711697 -4.040938
5 F -2.412419 -4.660514 -2.415231
6 S -0.439492 -6.231450 -1.901317
7 O -1.406526 -6.650260 -0.890919
8 O 0.272953 -7.274596 -2.605143
9 N 0.526919 -5.015733 -1.362738
10 S 1.952219 -4.727888 -1.950639
11 O 2.121454 -4.561257 -3.370369
12 O 2.594235 -3.781230 -1.024679
13 C 2.969848 -6.309236 -1.545140
14 F 2.351043 -6.937855 -0.517274
15 F 2.992190 -7.132129 -2.566174
16 F 4.224621 -5.953501 -1.205405
17 C 0.574467 1.132700 0.120161
18 F 0.491295 1.106109 1.440193
19 F -0.624667 1.431465 -0.395279
20 F 1.412290 2.127219 -0.310629
21 S 1.128693 -0.575199 -0.426567
22 O 2.003454 -0.489471 -1.512792
23 O 1.566869 -1.240648 0.751288
24 N -0.307222 -1.243903 -0.778254
25 S -1.091418 -0.979895 -2.174778
26 O -0.927657 0.335884 -2.583543
27 O -0.915026 -2.019087 -3.145730
28 C -2.854703 -1.145932 -1.700222
29 F -3.111591 -2.022082 -0.691779
30 F -3.231451 -0.025607 -1.140655
31 F -3.702985 -1.401876 -2.713064
32 C -4.036486 -5.178927 2.379308
33 C -3.033794 -4.257739 1.645991
34 C -2.780663 -2.994336 2.475267
35 O -1.614629 -2.309336 2.050507
36 C -1.376735 -0.968984 2.518051
37 N -1.765712 -4.954903 1.218973
38 H -3.626797 -5.683526 3.264822
39 H -4.389760 -5.817257 1.622426
40 H -4.846369 -4.588067 2.767190
41 H -3.550019 -3.983037 0.670986
42 H -2.652620 -3.353772 3.489053
43 H -3.752837 -2.481388 2.370995
44 H -1.995600 -0.261637 1.965614
45 H -0.310347 -0.896401 2.370259
46 H -1.548971 -0.839648 3.580858
47 H -1.934701 -5.641050 0.478210
48 H -1.334303 -5.436495 1.991843
49 C -0.500468 -1.639820 -9.033225
50 C 0.736421 -1.596412 -8.168002
51 C 1.751898 -2.674471 -8.407669
52 O 1.311229 -3.996589 -8.273784
53 C 1.255917 -4.481336 -6.910851
54 N 1.383201 -0.240035 -8.345772
55 H -0.263367 -1.414542 -10.070550
56 H -1.270500 -1.014065 -8.603799
57 H -0.931957 -2.645615 -8.959022
58 H 0.425278 -1.680596 -7.110562
59 H 2.616507 -2.501004 -7.791072
60 H 2.115702 -2.639003 -9.439019
61 H 0.715251 -3.841684 -6.176794
62 H 2.272751 -4.482520 -6.554305
63 H 0.815262 -5.465663 -6.943906
64 H 0.699409 0.490888 -8.424304
65 H 2.016025 -0.074334 -7.543413
66 C 1.743284 7.631014 1.381874
67 C 0.710279 6.565882 1.668614
68 C 1.090367 5.339969 0.924779
69 O 0.941733 5.654284 -0.449558
70 C -0.345283 5.513457 -0.976264
71 N 0.765536 6.370814 3.146644
72 H 1.432513 8.664058 1.673865
73 H 2.056324 7.678757 0.354994
74 H 2.672287 7.448644 1.974922
75 H -0.270811 6.864844 1.406235
76 H 0.531874 4.430265 1.161413
77 H 2.123860 5.199027 1.149126
78 H -0.774968 4.511310 -0.643998
79 H -0.236745 5.511767 -2.089514
80 H -1.035857 6.268552 -0.578227
81 H -0.132712 6.548795 3.506844
82 H 1.273483 7.184277 3.516274
83 C -6.749077 -2.995672 -1.224916
84 C -8.012534 -3.815184 -1.441476
85 C -9.029389 -3.822217 -0.274420
86 O -8.521112 -4.317499 0.930262
87 C -8.370100 -5.745021 0.871626
88 N -8.569721 -3.477271 -2.740331
89 H -6.926716 -1.935850 -1.292419
90 H -6.067113 -3.205865 -2.042738
91 H -6.255035 -3.125126 -0.274674
92 H -7.625484 -4.825981 -1.536153
93 H -9.946881 -4.395333 -0.587077
94 H -9.315816 -2.809479 -0.150316
95 H -8.956992 -6.171519 0.084232
96 H -8.788648 -6.177510 1.810310
97 H -7.284847 -5.965318 0.733397
98 H -9.455860 -3.961310 -2.858709
99 H -8.811024 -2.502989 -2.793297
100 C 5.032875 4.996528 -0.415259
101 C 5.184777 4.497692 1.005605
102 C 6.068554 3.246444 1.348667
103 O 5.901483 2.120645 0.570448
104 C 4.775256 1.328997 0.822589
105 N 5.550051 5.523966 1.958032
106 H 4.126390 5.606663 -0.608426
107 H 4.966758 4.132285 -1.070954
108 H 5.967615 5.542448 -0.689577
109 H 4.134791 4.199884 1.260835
110 H 5.787959 2.967242 2.395950
111 H 7.150893 3.440034 1.325132
112 H 4.339495 0.999355 -0.150055
113 H 3.990231 1.893411 1.358876
114 H 5.133481 0.500288 1.468091
115 H 5.101120 6.359880 1.607161
116 H 6.536399 5.585006 1.903484
117 C -6.146316 -0.052041 1.306054
118 C -5.588942 0.677619 2.515719
119 C -6.541812 1.770346 2.954570
120 O -6.113875 2.395640 4.145065
121 C -7.130976 3.175575 4.757737
122 N -5.336518 -0.305844 3.588797
123 H -5.566938 -0.904213 1.018884
124 H -6.054493 0.668849 0.464278
125 H -7.152588 -0.406749 1.485846
126 H -4.595137 1.023364 2.176444
127 H -7.526002 1.335329 3.237922
128 H -6.739744 2.537315 2.204425
129 H -6.670119 3.759151 5.544616
130 H -7.927921 2.541380 5.196242
131 H -7.614255 3.813768 4.011655
132 H -5.234686 0.219053 4.486482
133 H -6.224583 -0.791135 3.699525
134 C 3.606766 -5.062648 2.321150
135 C 2.064558 -5.061496 2.357779
136 C 1.540110 -5.183104 3.783873
137 O 0.045870 -5.247774 3.683797
138 C -0.508982 -5.189373 5.006132
139 N 1.568793 -3.833716 1.682740
140 H 4.023417 -4.212905 2.824829
141 H 3.987129 -5.002896 1.330468
142 H 3.908087 -5.991868 2.738966
143 H 1.718492 -5.851701 1.750140
144 H 1.893221 -4.390711 4.420590
145 H 1.769720 -6.161876 4.172394
146 H -0.115322 -5.982248 5.585875
147 H -1.620986 -5.252464 4.924820
148 H -0.289911 -4.199577 5.485432
149 H 1.495906 -3.069467 2.373033
150 H 2.251799 -3.533985 0.974315
151 C -4.243680 2.316464 -3.909011
152 C -2.722479 2.466127 -3.944539
153 C -2.180532 1.674753 -5.113955
154 O -2.745578 0.381778 -5.017851
155 C -2.229147 -0.386802 -6.117447
156 N -2.285757 3.842010 -4.192650
157 H -4.651783 2.996615 -3.153941
158 H -4.450412 1.297073 -3.646299
159 H -4.634996 2.592796 -4.876766
160 H -2.236462 2.080272 -3.038252
161 H -1.092484 1.577312 -5.068382
162 H -2.580535 2.086130 -6.037579
163 H -2.449306 -1.434816 -6.014578
164 H -1.151049 -0.322154 -6.154316
165 H -2.594690 0.124191 -6.987140
166 H -1.286799 3.903250 -4.030203
167 H -2.725775 4.502922 -3.546942
168 C 2.671803 3.024360 3.458320
169 C 2.892996 2.909041 4.992434
170 C 3.640509 4.155838 5.546922
171 O 3.759422 3.974491 6.927487
172 C 4.148932 5.130674 7.592769
173 N 1.630162 2.822313 5.710385
174 H 2.136382 2.123367 3.085191
175 H 3.610771 3.117802 2.984610
176 H 2.003934 3.924790 3.314856
177 H 3.453068 1.982610 5.173330
178 H 3.057212 5.036844 5.300626
179 H 4.656397 4.274492 5.123002
180 H 3.304876 5.777062 7.759722
181 H 4.878547 5.670272 6.931671
182 H 4.616865 4.941028 8.559691
183 H 1.837039 3.130352 6.662682
184 H 0.948392 3.491268 5.271425
185 C 7.124867 1.011192 -4.249133
186 C 7.552011 0.347541 -2.955116
187 C 6.536777 -0.549571 -2.212763
188 O 6.214981 -1.621833 -3.057614
189 C 5.200992 -2.453590 -2.683594
190 N 8.728117 -0.417692 -3.295141
191 H 6.773172 0.217143 -4.931057
192 H 7.993600 1.482169 -4.686423
193 H 6.342906 1.755878 -3.983490
194 H 7.871205 1.125282 -2.212521
195 H 5.676094 0.085330 -1.979828
196 H 7.021495 -0.869277 -1.306268
197 H 5.339490 -3.321769 -3.324543
198 H 4.259501 -1.944031 -2.819198
199 H 5.474578 -2.687116 -1.619332
200 H 8.547773 -1.182732 -3.919593
201 H 9.358624 -0.811848 -2.565503
202 C 2.419861 2.976208 -5.061337
203 C 2.645008 2.028444 -3.869476
204 C 3.266205 0.751756 -4.418807
205 O 2.431833 0.086007 -5.347232
206 C 1.511021 -0.787008 -4.719024
207 N 3.516980 2.461390 -2.772667
208 H 3.326975 3.200588 -5.605500
209 H 1.969990 3.915395 -4.748890
210 H 1.755984 2.356785 -5.737809
211 H 1.678575 1.794787 -3.416070
212 H 3.637108 0.017678 -3.674972
213 H 4.192965 1.126942 -4.979910
214 H 2.061611 -1.601307 -4.205451
215 H 0.739770 -1.204541 -5.373818
216 H 0.981222 -0.318478 -3.868501
217 H 4.405481 2.777124 -3.146770
218 H 3.212015 3.295223 -2.324308
219 C -2.278465 2.573901 4.107587
220 C -2.183421 3.701214 3.035340
221 C -3.026702 3.365763 1.815177
222 O -3.015221 4.393892 0.874919
223 C -3.373904 4.028487 -0.428461
224 N -2.559167 5.005687 3.658490
225 H -3.337264 2.441004 4.436301
226 H -1.724260 2.847875 5.032072
227 H -1.982824 1.596096 3.779414
228 H -1.175377 3.834704 2.666106
229 H -4.100150 3.239698 2.130367
230 H -2.602473 2.480878 1.317251
231 H -4.458032 3.887752 -0.561742
232 H -2.831103 3.137882 -0.588680
233 H -2.973977 4.826545 -1.071286
234 H -2.762818 5.682732 2.906270
235 H -3.468805 4.740598 4.046813
236 C 1.225491 -2.024137 7.065231
237 C 1.385742 -0.681017 6.395567
238 C 1.032815 -0.803639 4.924017
239 O 2.001288 -1.650392 4.236172
240 C 3.153761 -0.952776 3.588057
241 N 0.466214 0.238418 7.039030
242 H 2.008064 -2.683831 6.781958
243 H 0.167711 -2.402264 7.063620
244 H 1.516662 -1.895136 8.089990
245 H 2.410681 -0.331736 6.543949
246 H 1.081048 0.200175 4.501858
247 H 0.128366 -1.375283 4.813902
248 H 2.767686 -0.154618 2.921801
249 H 3.734207 -1.733514 3.091290
250 H 3.782882 -0.485152 4.375706
251 H 0.636614 1.186489 6.727496
252 H -0.457641 0.067642 6.668813

Force components x, y, z for each atom (eV/Å):
Cd 1.5726 0.6839 -0.1888
C -0.6708 1.9864 -0.7553
F -0.2081 -1.0637 0.8350
F 1.5864 0.2265 -0.3973
F -0.4218 -0.4328 0.5991
S 0.1193 -1.6628 -0.6048
O 1.3007 0.6349 -0.4963
O -0.4016 1.2553 0.6586
N -2.8762 -0.8280 0.1480
S 4.0171 0.1981 0.2709
O -0.7906 0.0446 0.9388
O -1.2753 -0.6249 -1.2587
C -0.9049 0.5971 0.0496
F 0.7886 0.2577 -0.0294
F 0.4686 -0.0634 -0.1452
F -0.9322 -0.4202 -0.0869
C 0.3846 1.0356 -1.3111
F 0.1101 0.6112 0.1524
F 0.3202 0.0385 0.8366
F -0.5543 -1.3092 0.8885
S -1.9539 -0.4300 -0.0083
O 1.0274 0.7084 -1.5012
O 0.1811 -0.0878 1.0908
N -0.5124 -1.1749 0.2081
S 0.7807 -3.0958 -0.4140
O 0.3148 2.8779 -0.9837
O 0.0428 -0.2389 0.6582
C -1.8341 -0.3091 0.9570
F 0.6934 -1.1841 -0.6429
F -0.2296 2.0892 0.0304
F 1.2808 -0.1306 0.5317
C 1.3346 1.2078 0.4810
C -0.2068 -0.3819 -1.2540
C -0.4748 -0.9598 -0.4487
O -0.7281 0.0041 0.0431
C -0.0278 -0.8055 -0.1637
N -1.5538 0.4066 0.1481
H 0.2082 -0.1593 -0.4953
H -0.6638 -1.3461 -0.4631
H -0.5924 0.3729 -0.0430
H 0.7365 -0.1016 1.0660
H 0.0953 0.3547 0.6048
H 0.7101 0.7065 0.3315
H 0.2100 0.0944 -0.1493
H 0.1494 0.7034 -0.2293
H -0.3838 -0.3102 0.2144
H -0.1415 0.0585 0.2527
H 0.3794 -0.0685 0.4852
C -0.0196 -1.2591 0.4213
C -0.2689 1.9358 0.7392
C 0.5471 -0.2495 -1.2960
O -1.0741 -0.5285 1.1378
C 0.1021 1.2049 -0.4772
N 0.8841 -1.6894 0.5558
H -0.1536 0.1596 -0.0435
H -0.0957 0.6049 -0.2573
H 0.1617 0.0020 -0.3172
H -0.1575 -0.2167 -0.4055
H 0.5689 0.1789 0.5990
H -0.0819 0.3447 -0.0521
H -0.1073 -0.2025 -0.7547
H 0.5272 -0.4665 0.3605
H 0.0089 -0.2304 0.0596
H -0.2457 0.1522 0.2285
H -0.6516 0.2065 -0.6449
C 0.7520 1.4253 0.3656
C 0.9764 0.5751 2.0448
C -0.7677 0.0461 -0.7788
O 0.9932 -0.3437 -0.4862
C -0.4089 -1.6126 0.1442
N 1.0191 0.4846 -0.3229
H -0.0811 -0.7853 -0.1748
H -0.0509 -0.0326 -0.5783
H -0.6053 -0.2018 -0.3024
H -1.0441 0.4786 -0.4990
H -0.1392 0.0596 0.2207
H 0.9313 -0.5816 -0.1954
H 0.4281 0.9606 -0.5533
H -0.3504 0.2535 0.9594
H 0.0148 0.1114 -0.4358
H -1.5791 -0.3773 0.6702
H 0.0660 -0.6524 -0.0674
C -0.1762 0.3725 -0.2691
C 0.6155 -0.6824 0.3505
C 0.0138 -0.4604 -1.3750
O -0.1706 -0.6912 -0.0155
C 0.6697 0.5039 1.3137
N -0.6004 -0.3053 0.1125
H -0.4041 0.6803 -0.0394
H 0.2329 -0.1932 0.0121
H 0.0623 -0.4968 0.3721
H -0.1735 -0.4837 -0.0507
H 0.6648 0.3657 0.1813
H -0.4790 1.1338 0.5695
H -0.2044 -0.2162 -0.7375
H 0.6834 0.3229 -0.4610
H -0.8485 -0.2415 0.1830
H 0.1187 -0.1308 -0.1693
H 0.0823 0.5471 0.0495
C 1.3819 -0.1112 -0.7040
C -1.8034 -1.2807 0.6199
C -0.4995 0.4378 0.8170
O 0.2731 0.0233 -1.5399
C -0.5201 -0.2647 0.1350
N -1.0836 -0.2997 0.0220
H 0.5818 -0.1405 0.4575
H -0.0130 -0.1498 -0.2340
H -0.7537 -0.1164 -0.1146
H 0.6668 -0.1158 0.0687
H 0.3753 0.5129 -0.3386
H -0.2540 0.4184 0.0036
H 0.4001 -0.0436 0.7497
H 0.2613 -0.2603 -0.2128
H -0.6293 0.0077 -0.4061
H 0.4355 0.4603 0.3711
H 1.1507 0.8046 0.0800
C 0.1164 1.2876 -0.4930
C 0.8203 -0.8931 -0.0533
C -0.9358 0.1099 0.8001
O 0.6404 0.3171 0.3934
C -0.2334 -0.6039 -0.3488
N -0.3533 0.7948 0.8654
H 0.6248 -0.5368 0.0692
H -0.6629 -0.5751 0.2313
H -0.4634 0.1442 -0.1913
H -0.4378 0.4719 0.4837
H 0.2495 -0.3023 -0.6634
H 0.1415 0.0038 -0.3948
H 0.0448 0.1422 0.0306
H 0.3618 0.0841 -0.1396
H 0.0868 0.2323 0.1007
H 0.0634 -0.5147 -0.9221
H 0.0725 -0.2934 0.1604
C -1.3759 -0.0370 0.2668
C 0.8690 1.5574 0.0091
C -2.1690 -0.9307 -1.6999
O 1.1899 0.8178 0.8078
C -0.8856 1.7304 -1.0771
N -0.4176 0.9523 0.3237
H 0.1685 0.3560 0.7296
H 0.0595 -0.1145 -1.0791
H 0.7671 -0.6980 0.5575
H -0.4422 -1.3025 -0.3860
H -0.1173 0.5390 0.3283
H 0.7258 -0.2641 0.3436
H 0.2661 -0.8749 0.8619
H 0.8436 -0.2024 -0.0005
H 0.0214 -0.7793 -0.2823
H 0.2221 -0.2798 -0.3155
H -0.3361 -0.1226 0.3660
C 1.0746 0.9206 0.6434
C 0.4259 0.2513 -0.1340
C -0.9594 -0.8519 0.6948
O 0.7899 -1.2841 -0.2862
C -0.0070 0.8984 1.0860
N -0.3765 0.6802 0.3249
H -0.1292 -0.1062 -0.0209
H -0.4583 -0.4042 -0.0338
H -0.3312 -0.0837 -0.2906
H -0.5135 -0.0731 -0.0362
H 0.1378 0.3563 -0.2919
H 0.5084 0.5999 -0.3356
H -0.6663 -0.2481 -0.0621
H 0.5792 0.1367 0.1113
H -0.3768 -0.4049 -1.0169
H 0.0233 0.0772 -0.0620
H 0.1474 -0.3255 -0.2157
C -2.0898 0.2194 1.7206
C 0.2756 0.6749 -0.6649
C 0.6426 -1.2323 -0.9619
O -0.1464 -0.8317 0.7102
C 1.1434 0.9776 -0.7157
N -1.0914 0.4950 -0.5425
H 0.3591 0.5762 0.2004
H 0.8560 0.3152 -0.6468
H 0.8214 -0.7942 -0.2571
H 0.1911 0.2633 0.2491
H -0.2775 0.3619 -0.0677
H -0.3281 -0.0211 -0.1261
H -0.5218 0.4978 0.0547
H -0.3635 -0.1374 0.7598
H -0.0300 -0.4137 -0.1725
H -0.3886 -0.0032 -0.1907
H 0.8778 -0.7156 0.7465
C -1.1019 -0.1979 0.7039
C 1.0249 -0.3694 1.2612
C -0.2849 1.2529 -1.4031
O 1.9497 1.7044 -1.3891
C 0.8130 -0.5731 1.5203
N 2.2743 -0.6744 0.3625
H -0.1870 0.5667 0.1389
H 0.0618 0.2668 -0.0791
H 0.2804 -0.4393 -0.7037
H -0.3056 -0.4632 -0.5699
H -0.4037 -0.2378 0.1862
H 0.0870 -0.4194 0.6702
H -0.6305 -0.2694 0.1805
H -0.7607 -0.3017 0.3166
H -1.2685 -0.4755 -0.4951
H -0.4300 -0.1427 -0.2582
H -1.1973 0.7993 -0.3771
C -0.9555 -1.2095 0.0722
C 0.1365 -0.1350 0.3507
C 1.4983 -0.0176 -0.7944
O -0.3597 -0.0023 -0.4990
C 0.1192 -0.3451 1.7846
N 0.6842 -0.0932 -0.4623
H 0.4221 -0.0324 -0.0477
H -0.2958 0.0129 -0.0998
H 0.5019 1.1722 0.4456
H -0.0996 0.0013 -0.0050
H -0.3791 0.6208 0.0460
H -1.1006 -0.8165 0.4502
H -0.1712 -0.0423 -0.5118
H 0.5915 0.3275 -0.1580
H 0.2012 0.2553 -0.6550
H 0.2969 -0.3489 -0.2526
H -0.9270 0.6490 0.4544
C -0.7952 1.2211 0.6202
C 0.0600 0.2589 0.2953
C -1.0876 -0.3514 0.2222
O 0.3763 1.6015 0.5844
C -0.0319 0.9460 0.3488
N -0.6565 -0.9853 -0.4605
H 0.4809 0.2958 -0.3179
H -0.1161 -0.1430 -0.7392
H 0.5024 -0.3761 -0.4240
H 0.5727 -0.2215 0.0763
H 0.7683 -0.4929 -0.1111
H -0.3331 -0.3536 0.3131
H 0.2299 0.0330 0.0096
H 0.3499 -1.3850 -1.0828
H -0.4686 -0.3363 -0.0176
H 0.1256 -0.5011 0.3853
H -0.0026 0.7994 0.2380
C -0.2699 0.3391 0.9793
C -0.8282 -0.4132 0.0135
C 2.7223 -0.3856 -0.3108
O 0.9555 0.6433 -1.0146
C -1.4724 0.0166 1.6164
N -0.2960 0.5875 0.2105
H 0.1133 -1.1942 -1.1121
H 1.0918 0.1018 -0.3275
H -0.3727 0.3137 0.9219
H -0.0435 0.0943 -0.1883
H -0.6392 0.0519 -0.3676
H -0.7551 0.3347 -0.0354
H 0.3341 -0.6425 0.0902
H -0.2416 0.2864 -0.1705
H -0.2769 -0.2239 -0.4078
H 0.4381 0.1897 -0.1137
H -0.4703 -0.3451 0.1661

Results
Frontier orbital gap = 8.504 eV
Highest occupied orbital energy = -8.341 eV
E_tot = -206246.213 eV
Lowest unoccupied orbital energy = 0.1633 eV